1.
The following is a DFT calculation (ωB97M-V with the def2-TZVPD basis set) of 2 unconnected molecules or ions with the total composition C3H6O2.

XYZ file:
```
11
Properties=species:S:1:pos:R:3:forces:R:3:lowdin_charge:R:1
C 1.60254 1.12416 -0.73398 0.0361 -0.7416 -0.1305 0.000
C 0.28212 1.28900 -0.71969 0.7226 0.5126 0.2937 -0.300
O -0.52766 1.13684 0.34838 -1.1989 -0.4698 -0.1953 -0.016
H 2.21152 1.66734 -1.43138 -0.0170 -0.4169 -0.7635 0.042
H 2.10405 0.39015 -0.11443 0.0820 0.6021 0.7081 0.054
H -0.22557 1.67846 -1.59290 -0.1433 0.6610 0.2825 0.107
H -0.39776 0.36946 0.92361 0.5240 0.1578 -0.1215 0.062
C -0.57974 -1.82890 -0.00376 -0.3637 -1.4002 -0.7300 -0.130
O -0.71654 -1.55120 1.15374 0.2795 0.2753 0.0241 0.000
H -1.42136 -2.18318 -0.63036 -0.2491 0.3036 0.1910 0.092
H 0.37138 -1.91858 -0.55749 0.3279 0.5160 0.4414 0.089
```
Positions in Å, forces in eV/Å.

Results
E, eV: -7300.8711
ΔE to the lowest compared entry with this formula, charge and spin, eV: 2.807
LUMO, eV: 0.30
E_HOMO, eV: -8.97



2.
The following is a DFT calculation (ωB97M-V with the def2-TZVPD basis set) of a single C3H6O2 molecule.

XYZ file:
```
11
Properties=species:S:1:pos:R:3:forces:R:3:lowdin_charge:R:1
O 2.32260 0.75386 0.65789 -0.3940 -0.0964 -0.3310 0.047
C 1.41479 0.53481 -0.11077 0.2121 0.0294 0.2165 -0.262
C 0.50725 -0.67111 -0.01795 0.0091 -0.0634 0.0493 -0.144
C -0.93790 -0.26337 0.25712 0.1089 -0.2008 0.2619 -0.270
O -1.33759 0.63782 -0.76150 -0.2088 0.2078 0.0051 -0.071
H 1.18624 1.23404 -0.94052 0.0942 -0.0733 0.1355 0.125
H 0.53251 -1.20000 -0.97928 0.0491 0.0629 0.0983 0.123
H 0.87310 -1.33315 0.77320 -0.0393 0.0698 -0.1442 0.122
H -1.58097 -1.15674 0.26314 0.1259 0.1703 -0.0148 0.116
H -1.01099 0.20137 1.24993 0.0407 -0.0209 -0.1510 0.124
H -1.96902 1.26247 -0.39125 0.0020 -0.0852 -0.1254 0.091
```
Positions in Å, forces in eV/Å.

Results
E, eV: -7302.5072
ΔE to the lowest compared entry with this formula, charge and spin, eV: 1.171
LUMO, eV: 0.72
E_HOMO, eV: -9.67



3.
The following is a DFT calculation (ωB97M-V with the def2-TZVPD basis set) of a single C3H6O2 molecule.

XYZ file:
```
11
Properties=species:S:1:pos:R:3:forces:R:3:lowdin_charge:R:1
C -1.38739 0.68305 0.31354 -0.1888 0.4481 0.1004 -0.116
O -1.03137 -0.54986 -0.24711 0.4702 0.2295 -0.3965 -0.176
C 0.30863 -0.82751 0.00993 0.4322 -0.5672 0.1205 -0.206
C 1.49505 -0.03896 -0.62627 0.4266 -0.1341 0.3297 -0.209
O 2.58137 -0.45403 -0.30041 -0.1026 0.1834 -0.2060 0.031
H -1.41661 0.62683 1.41260 -0.0457 0.0162 -0.1558 0.095
H -0.66198 1.45946 0.02737 -0.2566 0.0182 0.0540 0.086
H -2.37147 0.93005 -0.08125 0.0320 0.1524 0.1513 0.092
H 0.46251 -1.86786 -0.29065 0.1423 0.1369 -0.1266 0.134
H 0.52556 -0.81976 1.09678 -0.0738 0.2006 -0.2744 0.135
H 1.49568 0.85860 -1.31453 -0.8357 -0.6840 0.4034 0.135
```
Positions in Å, forces in eV/Å.

Results
E, eV: -7301.7563
ΔE to the lowest compared entry with this formula, charge and spin, eV: 1.922
LUMO, eV: 0.95
E_HOMO, eV: -9.75



4.
The following is a DFT calculation (ωB97M-V with the def2-TZVPD basis set) of a molecular structure, C3H6O2.

XYZ file:
```
11
Properties=species:S:1:pos:R:3:forces:R:3:lowdin_charge:R:1
C 0.38260 1.15198 0.21507 0.2071 -0.0810 -0.3316 -0.028
C 0.18298 -0.29932 -0.13670 -2.2445 0.3657 -1.5583 -0.426
C -1.15827 -0.84094 0.04398 -3.2200 0.8617 -1.1504 -0.248
O 1.17391 -1.19189 0.22063 0.0062 0.0641 -0.3394 0.015
O -2.19604 -0.24198 -0.38858 1.8307 -1.4261 2.2781 -0.065
H 2.03789 -0.77713 0.11313 -0.1348 -0.0451 -0.0954 0.107
H -0.53827 -0.42135 -1.28374 3.8206 0.2916 0.9210 0.248
H -1.17346 -1.91335 0.29298 -0.2360 -0.0281 0.2814 0.138
H -0.50543 1.71551 -0.05939 0.0075 0.0086 -0.0419 0.084
H 1.24815 1.56538 -0.30634 -0.0479 0.0685 -0.0009 0.082
H 0.54594 1.25308 1.28896 0.0111 -0.0798 0.0373 0.092
```
Positions in Å, forces in eV/Å.

Results
E, eV: -7300.5785
ΔE to the lowest compared entry with this formula, charge and spin, eV: 3.100
LUMO, eV: 0.55
E_HOMO, eV: -9.42



5.
The following is a DFT calculation (ωB97M-V with the def2-TZVPD basis set) of 2 unconnected molecules or ions with the total composition C3H6O2.

XYZ file:
```
11
Properties=species:S:1:pos:R:3:forces:R:3:lowdin_charge:R:1
C -0.54744 -0.89980 0.56853 0.5348 -0.0590 0.0884 -0.094
C 0.07544 0.41217 0.99391 -0.0754 -0.1153 0.2554 -0.231
O 0.70136 0.95253 -0.16724 0.0268 0.0399 -0.0394 -0.094
C 0.99312 -0.13721 -0.95644 0.2330 -0.0422 -0.2310 -0.185
O 0.02791 -1.17140 -0.57039 -0.0271 -0.0817 0.2151 -0.080
H -2.11338 0.34030 -0.32721 -0.3663 0.1035 -0.0843 0.101
H -2.17845 -0.30867 0.05445 -0.3894 0.2737 -0.1925 0.058
H -0.61208 1.15414 1.40652 0.0682 -0.2642 -0.0685 0.121
H 0.81058 0.13287 1.76533 0.0530 0.0906 -0.0270 0.127
H 0.86459 0.10346 -2.01324 -0.0163 -0.0717 0.1205 0.139
H 1.97835 -0.57839 -0.75422 -0.0415 0.1265 -0.0366 0.137
```
Positions in Å, forces in eV/Å.

Results
E, eV: -7298.9982
ΔE to the lowest compared entry with this formula, charge and spin, eV: 4.680
LUMO, eV: 0.81
E_HOMO, eV: -9.05



6.
The following is a DFT calculation (ωB97M-V with the def2-TZVPD basis set) of 2 unconnected molecules or ions with the total composition C3H6O2.

XYZ file:
```
11
Properties=species:S:1:pos:R:3:forces:R:3:lowdin_charge:R:1
O 1.26066 -0.85570 -2.78397 -2.4478 -3.1909 1.6043 0.047
C 0.41802 -1.60965 -2.27879 1.0680 2.6468 -1.5735 -0.329
O -0.85520 -1.14824 -2.02667 1.1577 -0.3815 0.5550 0.034
H 0.43327 -2.70503 -2.00740 0.9553 0.8496 -0.3238 0.146
H -1.08832 -1.64437 -1.22664 -0.7280 0.1094 -0.2364 0.097
C -0.73553 1.34552 1.86432 5.0500 -0.5231 -0.6786 -0.068
C 0.64558 1.26131 1.58224 -3.4486 -0.3945 2.9177 -0.071
H -1.18862 1.82337 1.03410 -1.5282 0.2494 -0.1223 0.015
H -1.18366 0.98289 2.79745 0.0318 0.3041 -0.6933 0.043
H 0.97026 1.70546 0.65232 0.4652 -0.2442 0.0986 0.031
H 1.32354 0.84445 2.39303 -0.5754 0.5749 -1.5476 0.056
```
Positions in Å, forces in eV/Å.

Results
E, eV: -7301.3615
ΔE to the lowest compared entry with this formula, charge and spin, eV: 2.317
LUMO, eV: 0.60
E_HOMO, eV: -9.91



7.
The following is a DFT calculation (ωB97M-V with the def2-TZVPD basis set) of a single C3H6O2 molecule.

XYZ file:
```
11
Properties=species:S:1:pos:R:3:forces:R:3:lowdin_charge:R:1
O -1.95516 0.20827 0.03226 0.3434 -0.3363 -0.2490 0.043
C -1.21397 -0.65789 -0.38499 -0.2045 0.2486 0.1207 -0.232
C 0.25594 -0.72940 -0.05529 0.0249 0.0219 0.0179 -0.142
C 0.89920 0.65763 0.03262 0.2182 -0.1899 -0.2157 -0.280
O 0.34795 1.42992 1.06551 -0.2272 0.1074 0.0433 -0.064
H -1.61956 -1.44943 -1.04383 -0.0142 -0.0005 0.0688 0.121
H 0.34198 -1.22423 0.92318 -0.0074 0.0339 -0.1352 0.132
H 0.77580 -1.35482 -0.78922 -0.1044 0.0535 0.0714 0.114
H 1.96570 0.54270 0.24712 -0.1133 0.0300 -0.0430 0.118
H 0.81314 1.16247 -0.94464 -0.0147 -0.0575 0.1669 0.122
H -0.61100 1.41478 0.91728 0.0993 0.0890 0.1540 0.066
```
Positions in Å, forces in eV/Å.

Results
E, eV: -7302.6153
ΔE to the lowest compared entry with this formula, charge and spin, eV: 1.063
LUMO, eV: 0.74
E_HOMO, eV: -10.16



8.
The following is a DFT calculation (ωB97M-V with the def2-TZVPD basis set) of a single C3H6O2 molecule.

XYZ file:
```
11
Properties=species:S:1:pos:R:3:forces:R:3:lowdin_charge:R:1
O 2.47833 0.13183 -0.65145 0.2867 1.2430 0.2217 0.020
C 1.45430 0.53114 -0.13013 0.8488 0.0683 -0.1426 -0.266
C 0.48089 -0.55360 0.18969 0.4635 -0.3878 -0.2614 -0.140
C -1.02380 -0.20989 0.23830 0.4002 -0.4039 0.1048 -0.257
O -1.34568 0.63974 -0.84797 -0.1836 0.0444 -0.1548 -0.073
H 1.27563 1.60712 -0.00246 -0.0960 0.0275 0.2204 0.129
H 1.08665 -1.15631 -0.56376 -2.6150 -0.8290 0.2489 0.141
H 0.76660 -1.07781 1.10664 -0.0218 0.4205 0.2835 0.122
H -1.62861 -1.13019 0.23070 0.2004 0.1031 -0.1415 0.113
H -1.27666 0.30100 1.19203 0.4467 -0.2071 -0.3139 0.120
H -2.26766 0.91697 -0.76158 0.2702 -0.0790 -0.0650 0.091
```
Positions in Å, forces in eV/Å.

Results
E, eV: -7301.6710
ΔE to the lowest compared entry with this formula, charge and spin, eV: 2.007
LUMO, eV: 0.71
E_HOMO, eV: -9.89



9.
The following is a DFT calculation (ωB97M-V with the def2-TZVPD basis set) of a molecular structure, C3H6O2P.

XYZ file:
```
12
Properties=species:S:1:pos:R:3:forces:R:3:lowdin_charge:R:1
C 0.22432 -1.05390 -0.09170 0.1344 -0.8939 0.2158 -0.411
C -0.81940 -0.27073 0.66356 -2.0822 -0.3592 3.2509 -0.319
C 0.57155 0.06149 -1.06736 -0.5520 0.6088 0.0845 -0.254
O 1.38738 1.40768 1.34176 0.4436 -0.2622 0.4437 -0.413
O -0.60353 2.48519 0.08767 -0.2207 0.1241 -0.0911 -0.428
P 0.21091 1.29313 0.44745 -0.2755 -0.7798 -1.3464 0.331
H 1.09093 -1.27314 0.57453 -0.6232 0.0270 -0.3875 0.097
H -0.18612 -1.98868 -0.51104 0.3797 0.1288 -0.0748 0.082
H -1.75023 -0.03814 0.09075 0.7593 -0.4127 -0.0080 0.059
H -1.26914 -0.75589 1.69313 1.4450 1.2966 -2.1355 0.106
H 1.57451 -0.03263 -1.59470 -1.5446 0.3654 0.2342 0.070
H -0.43117 0.16563 -1.63406 2.1363 0.1571 -0.1857 0.080
```
Positions in Å, forces in eV/Å.

Results
E, eV: -16594.1364
ΔE to the lowest compared entry with this formula, charge and spin, eV: 0.135
Total charge: -1
LUMO, eV: 4.32
E_HOMO, eV: -4.36



10.
The following is a DFT calculation (ωB97M-V with the def2-TZVPD basis set) of a molecular structure, C3H6O2S.

XYZ file:
```
12
Properties=species:S:1:pos:R:3:forces:R:3:lowdin_charge:R:1
C 0.22930 1.00216 0.15745 1.6381 4.8316 1.5697 -0.442
C 0.92555 -0.28903 -0.23559 -1.2910 0.6462 3.0388 -0.825
C -0.03624 -1.40432 0.34840 -0.5924 0.3423 0.6937 -0.217
H -0.94632 2.09880 -1.28202 -0.2977 -4.4954 4.2696 0.285
H 0.67820 2.20307 0.03125 0.2597 -4.0077 0.2254 0.171
H 0.27294 0.90079 1.36677 -0.8279 0.3881 -2.6125 0.147
H 0.68776 -2.48462 0.92588 -2.7920 3.2903 -2.3988 0.215
H -0.76329 -0.78814 1.24537 2.4499 -2.4099 -2.3426 0.163
H -1.52798 -0.69640 -0.85442 1.7446 -2.4231 0.2308 0.114
O -1.02783 1.21459 -0.40568 -1.4077 3.4190 -3.8371 -0.204
O -0.97921 -1.58906 -0.82906 0.0383 1.3788 1.8884 -0.170
S 2.48711 -0.16784 -0.46837 1.0782 -0.9603 -0.7254 0.764
```
Positions in Å, forces in eV/Å.

Results
E, eV: -18132.1323
ΔE to the lowest compared entry with this formula, charge and spin, eV: 6.815
LUMO, eV: -0.67
E_HOMO, eV: -8.68